Record 1
The following is a DFT calculation (ωB97M-V/def2-TZVPD) of a molecular structure, C22H15BCl2F4N4O7Zr.

```
56
Properties=species:S:1:pos:R:3:forces:R:3:nbo_charge:R:1
Zr 0.671322 -0.297224 -0.015518 0.4 0.2 0.6 2.437
Cl 5.282805 3.458799 2.513386 0.0 0.0 0.0 0.035
C 3.730636 3.017680 1.899910 0.0 0.0 0.0 -0.055
C 3.224970 1.766047 2.185283 0.0 0.0 0.0 -0.215
C 1.974297 1.403893 1.714201 0.0 -0.1 0.0 0.171
N 1.393809 0.128343 1.949892 -0.2 0.2 -0.2 -0.824
C 0.670785 -0.017499 3.095165 0.0 -0.1 -0.1 0.654
O 0.772953 0.606108 4.128843 0.0 0.0 0.0 -0.575
C -0.406313 -1.052290 2.914209 0.0 0.0 -0.1 0.142
C -1.064396 -1.611871 3.988146 0.0 0.0 0.1 -0.207
C -2.079052 -2.519319 3.736274 0.0 0.0 0.0 -0.136
C -2.402535 -2.816345 2.421279 0.0 0.0 0.0 -0.238
C -1.706548 -2.199171 1.398188 0.0 0.0 0.0 0.072
N -0.719594 -1.327745 1.640739 0.0 -0.1 -0.1 -0.531
C 1.215726 2.283542 0.917591 0.0 0.0 0.0 0.097
C 1.744660 3.540462 0.620344 0.0 0.0 0.0 -0.231
C 2.981215 3.901112 1.120034 0.0 0.0 0.0 -0.052
Cl 3.588227 5.475919 0.744172 0.0 0.0 0.0 0.031
N -0.030503 1.763295 0.483899 0.1 -0.2 -0.1 -0.777
C -0.742601 2.335709 -0.520303 -0.1 -0.2 0.0 0.671
O -0.439648 3.305844 -1.209141 0.0 0.1 0.0 -0.664
C -1.983766 1.525432 -0.836669 0.1 0.0 0.0 0.088
C -2.791134 1.020675 0.173169 0.0 0.0 0.1 -0.219
C -3.872950 0.230430 -0.179103 0.0 0.0 0.0 -0.164
C -4.090895 -0.037860 -1.518033 0.0 0.0 0.0 -0.235
C -3.228012 0.518084 -2.453421 0.0 0.0 0.0 0.045
N -2.197215 1.290951 -2.131862 0.0 0.0 0.0 -0.414
H 3.790088 1.067078 2.785204 0.0 0.0 0.0 0.250
H -0.767024 -1.319125 4.985054 0.0 0.0 0.0 0.254
H -2.612076 -2.988530 4.552930 0.0 0.0 0.0 0.228
H -3.186319 -3.519687 2.178444 0.0 0.0 0.0 0.232
H -1.937666 -2.398051 0.361100 0.0 0.0 0.0 0.249
H 1.191813 4.236059 0.011451 0.0 0.0 0.0 0.266
H -2.565051 1.251575 1.205645 0.0 0.0 0.0 0.241
H -4.527995 -0.175645 0.581205 0.0 0.0 0.0 0.223
H -4.909169 -0.665829 -1.842395 0.0 0.0 0.0 0.227
H -3.373357 0.327320 -3.511358 0.0 0.0 0.0 0.196
O 0.490307 2.001895 -3.570544 0.0 0.0 0.1 -0.620
C 0.846514 0.943304 -2.916306 0.0 0.0 0.0 0.871
O 1.193074 0.985428 -1.736417 -0.1 -0.1 -0.1 -0.698
C 0.792134 -0.355456 -3.667864 0.0 0.0 0.0 -0.179
O 1.307460 -1.375298 -2.851082 0.0 0.0 0.0 -0.502
C 0.510870 -2.545284 -2.810637 0.0 0.0 0.0 -0.189
C -0.710929 -2.385420 -1.911133 0.0 0.1 0.0 0.782
O -1.589826 -3.208018 -1.901076 -0.1 0.0 0.0 -0.587
O -0.703596 -1.294855 -1.162410 0.2 0.0 0.1 -0.887
H 0.282115 2.710476 -2.907328 0.0 0.0 0.0 0.550
H 1.358422 -0.261350 -4.598418 0.0 0.0 0.0 0.230
H -0.261877 -0.510135 -3.925106 0.0 0.0 0.0 0.226
H 1.136983 -3.333771 -2.394628 0.0 0.0 0.0 0.248
H 0.182154 -2.853620 -3.804674 0.0 0.0 0.0 0.208
F 2.852146 -0.634991 -0.340484 -0.1 0.0 0.0 -0.541
B 3.012140 -2.068672 0.026974 -0.1 0.0 0.0 1.382
F 3.688232 -2.191360 1.180792 0.0 0.0 0.0 -0.504
F 3.454140 -2.776165 -1.033776 0.0 0.0 0.0 -0.513
F 1.560023 -2.354887 0.236156 0.0 0.0 0.0 -0.551
```
Forces are in eV/Å.

Values from the calculation:
gap between HOMO and LUMO = 7.8988 eV
ΔE to the lowest compared entry with this formula, charge and spin = 50.2 kJ/mol
electronic energy = -2985.331662 a.u.
molar mass = 696.32 Da
HOMO = -8.6 eV
LUMO level = -0.659 eV

***

Record 2
The following is a DFT calculation (ωB97M-V/def2-TZVPD) of a molecular structure, C22H15Cl5N6O9Pd at a distorted geometry.

```
58
Properties=species:S:1:pos:R:3:forces:R:3:nbo_charge:R:1
Pd -0.062620 0.866194 -0.867793 1.4 -0.1 1.0 0.876
Cl -2.544499 2.232275 0.775879 0.0 0.0 0.0 0.001
C -1.957957 3.126960 -0.597621 0.1 0.0 -0.2 -0.076
C -0.966340 2.562050 -1.398048 0.0 0.2 0.0 -0.206
C -0.518997 3.337497 -2.467538 -0.1 0.0 0.0 -0.074
Cl 0.710553 2.688193 -3.498657 0.0 0.0 0.0 0.036
C -1.025079 4.606329 -2.735443 0.0 0.0 0.0 -0.084
Cl -0.438031 5.532351 -4.072912 0.0 0.0 0.0 0.015
C -2.018463 5.136942 -1.916474 0.0 -0.1 0.0 -0.092
Cl -2.665095 6.708735 -2.236768 0.0 0.0 0.0 0.012
C -2.489903 4.390986 -0.841574 0.0 0.0 0.0 -0.087
Cl -3.725269 5.049589 0.175145 0.0 0.0 0.0 0.014
C 1.596784 -3.848329 -1.578627 -0.1 0.0 -0.1 -0.582
C 2.461742 -2.633950 -1.907463 0.0 0.1 0.1 -0.561
C 1.691222 -1.604824 -2.596961 -0.2 0.6 -0.2 0.356
N 1.094646 -0.766764 -3.122207 0.2 -0.7 -0.1 -0.424
H 2.217520 -4.652539 -1.184040 0.0 0.0 0.1 0.202
H 1.064254 -4.215760 -2.460195 0.0 0.0 0.0 0.186
H 0.862698 -3.574186 -0.821265 0.1 0.0 0.0 0.228
H 3.317209 -2.900990 -2.533093 0.0 0.0 0.0 0.212
H 2.829434 -2.192805 -0.962894 -0.1 -0.1 0.1 0.344
O -1.073109 -5.560583 1.897751 0.1 0.2 -0.2 -0.720
C -2.175442 -4.680042 2.025113 0.1 -0.3 0.1 0.087
N -2.134917 -3.579098 1.107290 0.8 0.6 0.4 -0.633
C -3.098768 -3.360135 0.185038 1.2 0.7 0.4 0.684
O -4.018496 -4.115886 0.083967 -2.1 -1.1 -0.8 -0.631
C -2.948239 -2.147926 -0.675772 0.6 -0.1 0.5 -0.199
C -3.901000 -1.831260 -1.595794 -0.7 0.3 -0.8 -0.116
C -3.677700 -0.734977 -2.410109 -0.9 0.0 -0.6 -0.264
C -2.538502 0.030538 -2.286569 -0.9 0.1 -1.0 0.092
N -1.658617 -0.254766 -1.374927 1.0 -0.2 1.2 -0.405
C -1.857066 -1.313702 -0.599900 1.0 -0.4 0.9 0.084
H -0.267034 -5.025513 1.882211 0.0 -0.1 0.0 0.477
H -2.225839 -4.323886 3.057218 0.0 0.2 0.0 0.151
H -3.062220 -5.261066 1.794955 0.0 0.0 0.1 0.203
H -1.426328 -2.869335 1.249915 -0.1 -0.2 0.0 0.411
H -4.787975 -2.444451 -1.672058 -0.1 0.0 -0.1 0.232
H -4.398419 -0.460717 -3.169147 0.0 0.0 0.0 0.214
H -2.309725 0.865545 -2.931519 -0.1 0.1 0.0 0.227
H -1.039032 -1.486860 0.105242 0.0 0.2 -0.2 0.256
O 4.769997 0.212209 4.821396 -0.1 0.4 0.0 -0.420
N 4.335915 1.324328 4.540089 0.2 0.3 0.3 0.529
O 4.580282 2.328395 5.222694 -0.1 -0.6 -0.3 -0.447
C 3.506378 1.460624 3.356003 -0.4 -0.4 -0.7 -0.006
C 3.061006 2.704233 3.009430 -0.2 0.4 -0.2 -0.250
C 2.282554 2.851089 1.821195 0.1 -0.2 0.1 -0.129
C 1.990383 1.766913 0.946192 -0.2 0.4 0.1 0.487
O 1.541329 1.938281 -0.261588 -0.2 -0.1 0.5 -0.708
C 2.357005 0.449423 1.451507 0.1 -0.6 0.5 0.034
C 3.167839 0.312806 2.610335 0.0 0.5 0.0 -0.347
N 2.054676 -0.649622 0.758062 0.9 -0.4 -0.5 0.194
O 0.850715 -0.772854 0.073527 -0.2 -0.2 -0.1 -0.770
O 2.757503 -1.794258 0.982010 -1.4 0.7 -0.2 -0.748
N 1.829208 4.186303 1.518338 -0.3 0.4 -0.5 0.517
O 2.170566 5.099201 2.294368 -0.4 -0.5 -0.7 -0.470
O 1.107086 4.388515 0.525156 0.7 0.0 1.2 -0.422
H 3.292292 3.566018 3.608516 0.0 0.0 0.0 0.253
H 3.509883 -0.665440 2.898416 0.0 0.0 -0.1 0.260
```
Forces are in eV/Å.

Values from the calculation:
gap between HOMO and LUMO (spin up / spin down) = 3.6491 / 3.6559 eV
ΔE to the lowest compared entry with this formula, charge and spin = 99.3 kJ/mol
charge = -2
electronic energy = -4281.690014 a.u.
molar mass = 791.08 Da
HOMO (spin up / spin down) = 0.2 / 0.2 eV
LUMO level (spin up / spin down) = 3.891 / 3.891 eV

***

Record 3
The following is a DFT calculation (ωB97M-V/def2-TZVPD) of a molecular structure, C22H15Cl6NO4SSn at a distorted geometry.

```
50
Properties=species:S:1:pos:R:3:forces:R:3:nbo_charge:R:1
Sn -0.613144 0.125254 0.830794 0.6 -1.2 0.8 1.796
Cl -3.470992 -0.943399 1.418511 -0.1 -0.1 0.1 0.046
C -3.363089 0.640884 2.098490 0.1 0.2 0.1 0.026
C -2.134622 1.285797 2.078871 0.5 -0.3 -0.7 -0.417
C -2.045208 2.543769 2.665336 0.0 -0.2 -0.1 -0.066
Cl -0.548881 3.384530 2.673696 -0.1 0.2 0.1 0.081
C -3.163576 3.135398 3.255826 0.1 0.0 0.0 -0.087
Cl -3.037189 4.689032 3.972714 0.0 0.0 0.0 0.073
C -4.388928 2.473959 3.248589 0.0 0.0 0.0 -0.065
Cl -5.767564 3.201538 3.962625 0.0 0.0 0.0 0.078
C -4.495228 1.215879 2.664683 0.0 -0.1 0.0 -0.129
Cl -6.006093 0.399811 2.619282 0.0 0.0 0.0 0.067
C 2.380236 3.360839 -4.813619 0.1 -0.1 0.0 -0.632
C 2.472113 2.663402 -3.483464 -0.1 0.0 -0.1 -0.008
C 1.826016 1.448690 -3.276225 0.0 0.0 0.1 -0.157
C 1.854432 0.834870 -2.032283 0.1 0.1 0.0 -0.220
C 2.541682 1.437859 -0.989005 -0.1 0.0 0.1 -0.333
C 3.222634 2.631252 -1.185212 0.0 0.0 0.1 -0.162
C 3.187266 3.232046 -2.430846 0.0 0.0 0.0 -0.205
S 2.256797 0.874354 0.670609 0.1 -0.8 -0.6 2.316
O 3.446151 0.922976 1.466948 0.0 0.3 0.0 -0.912
O 1.129172 1.749902 1.092047 -0.7 -0.2 -0.1 -0.990
N 1.599757 -0.574938 0.515402 -0.5 0.9 -0.1 -1.037
C 2.005218 -1.578487 1.476886 -0.4 -0.2 0.3 -0.362
C 0.900572 -1.895685 2.502385 0.6 -0.2 -0.4 0.784
O 1.121115 -2.760268 3.314864 -0.3 0.1 0.1 -0.600
O -0.212969 -1.212266 2.400080 -0.8 0.6 -0.4 -0.836
H 1.645439 2.879111 -5.456491 0.0 0.0 0.0 0.217
H 3.343037 3.342006 -5.327498 0.0 0.0 0.0 0.228
H 2.093445 4.404656 -4.684137 0.0 0.0 0.0 0.225
H 1.270820 0.992939 -4.087210 0.0 0.0 0.0 0.206
H 1.345278 -0.099616 -1.846113 0.0 0.0 -0.1 0.230
H 3.750851 3.088128 -0.357963 0.0 0.0 0.0 0.238
H 3.695113 4.176263 -2.586264 0.0 0.0 0.0 0.219
H 2.874049 -1.268699 2.057516 0.1 -0.1 -0.1 0.250
H 2.193599 -2.531378 0.982598 0.3 0.1 0.0 0.217
Cl -0.178119 -6.719733 0.824968 0.0 -0.1 0.0 0.029
C -0.534871 -5.131107 0.257900 0.0 0.2 0.0 -0.041
C -1.825025 -4.635373 0.364852 0.0 -0.1 0.1 -0.221
C -2.103936 -3.360117 -0.085741 0.1 0.1 -0.1 -0.164
C -1.107036 -2.559333 -0.658214 0.2 -0.5 0.0 -0.133
C -1.389897 -1.214472 -1.133770 0.6 1.5 1.5 -0.530
C 0.186643 -3.091108 -0.759935 -0.2 0.1 -0.2 -0.204
C 0.472677 -4.363688 -0.308798 0.1 -0.1 0.0 -0.168
H -2.601657 -5.252723 0.794127 0.0 0.0 0.0 0.235
H -3.112723 -2.978786 -0.012887 0.0 -0.1 -0.1 0.212
H -2.428504 -0.923914 -1.222621 0.0 0.0 -0.1 0.234
H -0.721731 -0.779505 -1.865531 -0.1 -0.2 -0.2 0.222
H 0.964710 -2.492019 -1.217069 0.0 0.0 0.1 0.225
H 1.472160 -4.768532 -0.389706 0.0 0.0 0.0 0.226
```
Forces are in eV/Å.

Values from the calculation:
gap between HOMO and LUMO = 7.0443 eV
ΔE to the lowest compared entry with this formula, charge and spin = 3.3 kJ/mol
electronic energy = -4576.686537 a.u.
molar mass = 720.86 Da
HOMO = -8.7 eV
LUMO level = -1.656 eV

***

Record 4
The following is a DFT calculation (ωB97M-V/def2-TZVPD) of 2 unconnected molecules or ions with the total composition C22H15F6N2O6S4 at a distorted geometry.

```
55
Properties=species:S:1:pos:R:3:forces:R:3:nbo_charge:R:1
F 2.547920 -0.409569 -5.384650 -0.2 -0.7 -0.5 -0.335
C 1.666527 -0.652086 -4.406273 0.6 1.8 1.0 0.712
F 0.410507 -0.660120 -4.907158 0.7 -0.5 0.1 -0.338
F 1.945237 -1.845841 -3.829221 -0.3 0.0 -0.6 -0.352
S 1.833484 0.698423 -3.013357 -1.4 -1.9 0.9 1.544
C 0.178379 -0.082480 -0.589518 -0.4 2.6 -2.8 -0.148
C -1.178186 0.133525 -1.222081 1.1 0.2 -0.8 0.028
C -1.861294 -0.963910 -1.741210 -0.2 0.1 0.2 -0.245
C -3.033945 -0.748030 -2.461916 0.4 -0.1 -0.3 -0.159
C -3.384148 0.560589 -2.836833 -0.1 -0.4 0.9 -0.181
C -4.563366 0.695355 -3.643274 -1.6 0.4 -1.7 0.295
N -5.467893 0.758073 -4.381999 1.7 -0.1 1.6 -0.338
C -2.630642 1.658646 -2.388678 0.3 -0.1 0.0 -0.176
C -1.493142 1.433945 -1.618279 -0.7 0.0 0.0 -0.080
O 3.239413 0.694450 -2.627467 1.2 0.2 -0.7 -1.010
O 1.226558 1.877768 -3.595901 0.2 1.2 -1.0 -0.995
H 0.929836 0.020280 -1.456198 -0.5 0.5 1.0 0.219
H -1.435490 -1.973824 -1.623771 -0.7 0.5 0.2 0.220
H -3.648268 -1.599118 -2.771665 0.3 0.4 -0.1 0.223
H -2.911088 2.686430 -2.623808 0.0 -0.4 -0.2 0.231
H -0.845697 2.255060 -1.311402 -0.4 -0.2 -0.1 0.243
F -0.312044 -4.026158 0.624580 1.0 0.6 -0.8 -0.322
C 0.486060 -3.459011 -0.336952 0.1 -0.6 0.1 0.925
F 1.754903 -3.907325 -0.113404 -1.2 0.6 -0.3 -0.319
F 0.069862 -3.966919 -1.501822 0.3 0.9 0.4 -0.305
S 0.338818 -1.619821 0.155563 -0.1 -2.8 4.4 0.100
N -0.208742 2.642330 2.673577 1.1 -2.7 -1.2 -0.844
S 1.160453 2.022657 1.419471 -0.6 2.2 -2.2 1.883
C 2.980315 1.281370 1.151567 0.4 -0.7 0.7 -0.022
C 4.023786 2.172457 1.408169 0.1 0.5 0.3 -0.248
C 5.353556 1.846902 1.072283 -0.7 -0.5 0.2 -0.213
C 5.637857 0.590702 0.508974 -0.5 0.3 -0.2 -0.185
C 4.598364 -0.306519 0.245005 -0.2 0.5 0.3 -0.174
C 3.280547 0.015243 0.637824 -0.5 -0.2 0.1 -0.262
O 0.281060 1.154396 0.380169 0.5 -1.6 0.3 -0.796
O 1.486783 3.350069 0.878829 -0.2 -1.7 0.6 -0.863
S -1.738678 1.991649 2.425732 -1.0 -1.2 0.1 2.167
C -2.107862 0.230537 2.952259 0.4 0.0 0.4 -0.193
C -2.726349 -0.671756 2.072279 0.2 0.1 0.0 -0.227
C -3.260378 -1.878593 2.553408 0.1 0.4 0.3 -0.209
C -3.197985 -2.187562 3.917735 0.2 0.3 -0.3 -0.207
C -2.534228 -1.311206 4.787758 -0.1 -0.1 -0.4 -0.226
C -1.980162 -0.119657 4.302082 -0.1 -0.2 0.0 -0.226
O -2.407506 2.793406 3.443371 0.3 -0.1 -0.8 -0.912
O -2.259470 1.913917 1.062889 0.8 1.0 1.3 -0.945
H 3.813764 3.122664 1.905185 0.0 -0.2 -0.4 0.242
H 6.156093 2.567667 1.275146 -0.5 -0.4 -0.1 0.221
H 6.665153 0.327096 0.260378 -0.3 0.1 0.0 0.215
H 4.792438 -1.243227 -0.296231 -0.2 0.4 0.5 0.231
H 2.504823 -0.757683 0.571623 0.4 0.5 -0.2 0.244
H -2.800232 -0.432121 1.010561 0.0 0.0 0.4 0.246
H -3.760227 -2.557155 1.859230 0.2 0.2 0.2 0.214
H -3.671636 -3.100938 4.293202 0.3 0.4 -0.1 0.210
H -2.483610 -1.559926 5.849147 0.1 0.2 -0.3 0.211
H -1.460209 0.544952 4.985087 -0.2 0.1 -0.1 0.231
```
Forces are in eV/Å.

Values from the calculation:
gap between HOMO and LUMO = 5.1102 eV
ΔE to the lowest compared entry with this formula, charge and spin = 0.0 kJ/mol
charge = -1
electronic energy = -3600.018178 a.u.
molar mass = 645.63 Da
HOMO = -4.7 eV
LUMO level = 0.450 eV